17
Properties=species:S:1:pos:R:3:forces:R:3 method="wB97M-V/def2-TZVPD" orbital_gap_ev="7.7 / 3.3" spin_multiplicity=2 e_above_lowest_kj_mol=138.3 charge=+2
P 0.385101 -1.069222 -1.320398 -1.14 2.86 2.54
F 1.737801 -0.850603 -0.454876 -1.15 0.01 -1.36
O -0.531092 0.264237 -0.833974 1.63 -7.48 -0.10
C -0.743163 1.489051 -1.207751 0.61 6.01 -3.92
H -0.970591 2.146488 -0.364122 0.29 -0.23 0.01
C -0.585937 2.045636 -2.472426 -0.22 -1.43 2.75
H -0.343464 3.106400 -2.531625 -0.91 -0.15 -0.02
H -0.656675 1.463092 -3.389017 0.55 -0.11 0.17
O 0.395300 0.355040 2.017634 0.36 -0.72 -0.01
C 0.449560 1.448812 2.547614 0.33 0.35 0.19
O 0.490357 -2.733335 0.957480 -0.12 1.36 -0.20
C -0.208738 -2.558943 -0.007757 0.45 -2.51 0.30
O -1.026152 -3.450249 -0.486420 -0.11 2.06 -1.03
Cu 1.829362 -1.347431 1.884501 -0.56 0.43 0.25
H -0.471983 2.010000 2.783513 0.21 -0.17 -0.11
H 1.427245 1.899975 2.793404 -0.32 0.02 0.08
H -1.176931 -4.218945 0.084220 0.09 -0.31 0.45



12
Properties=species:S:1:pos:R:3:forces:R:3 method="wB97M-V/def2-TZVPD" orbital_gap_ev="5.4 / 7.8" spin_multiplicity=3 charge=-1
O 0.969876 -1.800020 0.346230 -1.02 -0.02 1.17
C 0.181607 -1.078900 1.128849 0.00 -0.43 -0.36
C 0.202744 0.401274 1.030798 0.44 0.42 -2.02
H -0.718125 -1.565201 1.539760 0.26 0.06 -0.07
H 1.237417 0.758632 1.202074 -0.28 0.01 0.20
H -0.476910 0.862990 1.765275 0.18 0.00 -0.30
Cu 2.004843 -1.437616 -1.124446 0.65 0.21 -0.73
C -0.150211 0.997348 -0.433896 -1.09 0.00 1.68
C -0.911011 0.427749 -1.374650 0.64 -0.11 0.32
H 0.048307 2.074377 -0.506792 0.09 -0.25 -0.10
H -1.098529 -0.649901 -1.353639 -0.17 0.37 0.09
H -1.290006 1.009271 -2.219563 0.31 -0.27 0.12



18
Properties=species:S:1:pos:R:3:forces:R:3 method="wB97M-V/def2-TZVPD" orbital_gap_ev="5.9 / 7.2" spin_multiplicity=6 charge=+1
O 3.617352 1.988157 -0.100313 0.85 1.14 0.11
C 2.595612 1.435263 -0.603091 -0.86 1.60 -0.42
O 1.681938 2.187258 -1.090559 0.36 0.58 0.08
O 2.520771 0.138666 -0.613223 -0.08 -0.42 0.43
O -0.842471 -1.271594 -0.183260 1.01 0.10 -0.07
C 0.293497 -0.580052 0.164879 0.30 0.78 -0.19
C 1.282839 -0.502403 -1.003868 -0.06 -0.34 -0.78
Dy 3.111421 4.305693 -0.640978 -0.53 -3.05 0.12
H 0.813365 -1.059763 1.022549 -0.53 -0.13 -0.15
H 0.061372 0.459327 0.488979 -0.13 -0.46 0.11
H 0.843684 0.040216 -1.849487 0.09 -0.12 0.27
H 1.584865 -1.500573 -1.339852 -0.12 0.26 0.17
C -2.664310 -0.990047 0.953838 -5.63 0.04 5.19
O -2.394218 -1.152928 2.157256 2.14 0.00 -2.53
O -3.119585 0.233735 0.557579 1.93 0.43 -1.25
H -2.593780 0.925562 1.008906 -0.49 -0.68 -0.04
O -3.506772 -1.893137 0.360335 1.78 0.30 -1.23
H -3.285588 -2.763386 0.710305 -0.03 -0.03 0.20



29
Properties=species:S:1:pos:R:3:forces:R:3 method="wB97M-V/def2-TZVPD" orbital_gap_ev="7.5 / 9.0" spin_multiplicity=6 charge=-2
Mn 6.177350 7.196552 8.290943 0.50 -0.24 -0.23
P 9.104689 5.068176 9.923318 -0.82 1.61 -0.68
F 7.823653 4.424164 10.652040 -0.32 -0.40 -0.15
F 9.326735 5.952488 11.273543 0.34 0.17 -0.53
F 10.055193 3.927867 10.498017 0.58 -0.47 0.34
F 10.353553 5.803264 9.170757 -0.33 -0.07 0.65
F 8.852414 4.210125 8.598798 -0.29 -0.10 0.01
F 8.071732 6.296603 9.310237 0.89 -0.77 0.45
P 6.457273 6.012255 4.998014 0.31 2.19 3.46
F 5.646631 6.107419 3.643992 -0.88 0.75 -0.54
F 5.177431 6.593477 5.951667 0.43 -0.93 -0.97
F 6.019414 4.541499 5.176103 -1.22 -1.75 0.92
F 7.333751 5.942254 6.506104 -0.83 -0.06 -1.21
F 7.710223 5.491785 4.222135 1.79 0.30 -0.65
F 6.921989 7.563059 4.949758 0.24 -0.20 -0.86
C 4.299155 5.053089 11.112261 -0.28 -0.52 0.27
C 4.966234 5.930379 10.162189 2.09 2.06 -3.55
O 5.443917 7.049757 10.490957 -0.64 -0.48 0.86
O 5.120674 5.605041 8.905992 -1.24 -1.20 1.65
H 3.443840 4.576149 10.609996 0.51 -0.28 0.37
H 3.959741 5.737395 11.867242 -0.30 -0.09 0.77
H 5.081445 4.379584 11.512149 -0.70 0.02 -0.19
C 6.334795 11.126541 7.452817 -1.27 1.14 0.24
C 6.157199 9.703741 7.797463 1.03 -3.41 1.33
O 5.076310 9.069474 7.693658 -0.67 1.34 -0.73
O 7.135007 9.026261 8.303421 0.37 1.79 -0.67
H 5.722354 11.377862 6.580304 -0.15 0.09 0.38
H 7.319036 11.479442 7.267329 1.12 -0.38 -0.18
H 6.024213 11.692436 8.354656 -0.27 -0.11 -0.56



14
Properties=species:S:1:pos:R:3:forces:R:3 method="wB97M-V/def2-TZVPD" orbital_gap_ev="6.7 / 7.0" spin_multiplicity=3 e_above_lowest_kj_mol=78.4
C 0.411992 -1.286806 0.670808 1.89 0.10 -1.93
C 0.125019 0.261625 -1.240333 5.85 -2.47 1.95
C 1.041732 -0.782924 -0.659794 -0.97 -2.18 -0.31
C -1.967241 1.102005 -2.066580 -3.33 -5.57 0.78
N 0.863224 -0.776207 1.731190 -2.02 -0.63 1.19
N -1.081584 0.021995 -1.350135 -6.81 4.07 -2.46
F -1.396248 1.523750 -3.175022 0.64 0.58 -0.07
F -2.360454 2.112181 -1.289161 1.16 0.50 0.33
H -0.268612 -2.139464 0.445195 -0.24 0.68 0.93
H 0.745767 1.046574 -1.485506 0.31 2.48 -0.81
H 1.975516 -0.325063 -0.549571 1.37 0.63 0.73
H 1.244589 -1.663461 -1.346966 -0.55 0.57 0.50
H -2.941805 0.508631 -2.276086 1.64 1.08 -0.15
H 0.270397 -1.105749 2.539753 1.05 0.16 -0.67



13
Properties=species:S:1:pos:R:3:forces:R:3 method="wB97M-V/def2-TZVPD" orbital_gap_ev="8.9 / 9.4" e_above_lowest_kj_mol=474.0
C 0.219026 -1.157041 2.526059 -0.44 0.04 0.90
C 1.032228 -1.620623 1.644733 -0.21 1.32 -2.03
C -0.335525 1.038931 -2.179620 0.12 -0.01 -0.24
C 0.936696 -0.153648 -0.627078 1.47 -1.32 1.46
O -0.220607 0.407606 -0.882519 0.03 0.07 -0.10
F 1.998808 0.694957 -0.468345 -0.84 -0.17 -0.24
F 1.351018 -1.101501 -1.512099 -0.43 0.50 0.10
H 0.088112 -1.611955 3.507547 0.10 -0.14 0.04
H -0.389933 -0.280318 2.362228 -0.06 0.16 -0.17
H 1.732299 -2.365561 1.373677 0.39 -0.53 0.11
H -0.173212 0.301410 -2.968661 -0.07 0.06 0.10
H 0.397128 1.841406 -2.270701 -0.07 0.00 0.04
H -1.344901 1.431400 -2.232059 0.02 0.01 0.02



13
Properties=species:S:1:pos:R:3:forces:R:3 method="wB97M-V/def2-TZVPD" orbital_gap_ev=10.0 smiles="C=CC(F)(F)CS" e_above_lowest_kj_mol=59.4
C 1.148557 1.817697 0.065190 3.18 1.00 0.58
C 0.758664 0.738674 0.682353 -0.52 -0.40 0.03
C -0.145534 -1.137363 -0.596479 0.29 0.73 -1.79
C -0.466916 -0.051256 0.427023 0.83 -1.33 -0.06
F -0.858105 -0.680512 1.584709 -0.10 0.41 0.27
F -1.492693 0.705435 0.015710 -0.67 0.37 -0.26
S -1.472698 -2.358097 -0.834967 -1.18 1.13 1.32
H 2.207336 2.292025 0.297962 -2.48 -1.03 -0.61
H 0.590958 2.161061 -0.753505 -0.76 1.06 -0.79
H 1.378930 0.183745 1.308695 1.13 -0.41 1.44
H 0.874490 -1.582886 -0.486957 -1.07 0.17 0.37
H -0.097786 -0.565617 -1.552555 0.19 -0.33 0.54
H -2.425202 -1.522907 -0.157180 1.16 -1.38 -1.06



14
Properties=species:S:1:pos:R:3:forces:R:3 method="wB97M-V/def2-TZVPD" orbital_gap_ev=9.9 smiles=FC(F)[C@]1(S)C[C@H]1S e_above_lowest_kj_mol=14.3
C 1.163216 -0.183123 0.349447 0.38 0.21 -0.08
C 0.115592 0.593906 1.081719 0.02 -0.90 -0.11
C -0.237461 -0.132862 -0.198000 -0.09 0.03 -0.16
C -0.469301 0.702331 -1.435165 0.63 -0.18 0.22
H 0.956083 -2.085937 1.707226 -0.07 -0.08 0.08
H 1.888430 0.423438 -0.194481 -0.21 -0.20 0.08
H -0.268840 0.163983 1.989372 -0.11 -0.08 0.17
H 0.156803 1.653061 1.052960 0.08 0.78 -0.05
H -2.410614 -0.989781 0.071185 0.46 -0.25 -0.09
H -0.299810 0.160020 -2.366285 -0.11 -0.06 0.01
F -1.726091 1.193518 -1.426750 -0.42 0.19 -0.07
F 0.380291 1.780287 -1.432905 -0.08 0.04 -0.03
S 1.979560 -1.656462 0.965313 -0.12 0.19 -0.08
S -1.227857 -1.622378 -0.163635 -0.35 0.31 0.12



no.,total energy (a.u.)
1,-2537.8854
2,-1871.6168
3,-1567.4315
4,-3489.7613
5,-465.0196
6,-430.8033
7,-753.8878
8,-1152.0920